ORCA calculation (ωB97M-V/def2-TZVPD) on a molecular structure, C25H19BBrCrF8IN2O2P at a distorted geometry.

Structure (XYZ):
```
61
Properties=species:S:1:pos:R:3:forces:R:3
Cr -1.602 0.337 -0.380 0.94 0.32 0.33
F 2.785 5.938 -0.721 0.35 0.38 0.15
C 2.401 4.695 -0.618 0.08 0.26 -0.36
C 3.305 3.660 -0.812 -0.19 0.48 -0.21
F 4.572 3.889 -1.040 0.46 0.27 -0.07
C 2.833 2.382 -0.786 -2.07 -0.30 1.44
F 3.660 1.382 -0.872 0.99 -0.90 -0.41
C 1.480 2.100 -0.452 0.82 -0.72 -1.10
P 0.846 0.405 -0.585 -0.14 -0.66 0.87
C 1.536 -0.658 0.743 0.20 0.93 0.99
C 2.561 -0.167 1.559 0.80 0.20 -0.49
C 3.169 -0.971 2.524 -0.07 0.13 -0.46
C 2.725 -2.248 2.759 -1.94 -0.86 -0.04
C 1.583 -2.707 2.053 0.72 -0.69 0.37
C 1.013 -1.914 1.052 -0.57 -1.29 -0.48
C 1.556 -0.294 -2.063 0.03 -0.95 1.10
C 1.274 0.347 -3.227 -0.02 1.16 -0.93
C 1.886 -0.053 -4.392 -0.69 0.73 -0.32
C 2.701 -1.148 -4.389 1.59 -0.14 -0.61
C 3.027 -1.810 -3.218 -1.19 -0.89 0.77
C 2.379 -1.426 -2.037 0.53 0.63 -1.31
C 0.603 3.157 -0.361 -0.31 -0.04 0.36
Br -1.272 3.038 -0.194 -0.42 -0.55 0.10
C 1.066 4.436 -0.395 -0.54 1.71 0.45
F 0.237 5.490 -0.170 0.73 -0.98 -0.43
H 3.025 0.813 1.389 -0.47 -0.38 0.03
H 4.038 -0.634 3.032 0.58 0.50 0.43
H 3.112 -2.890 3.546 0.36 0.17 -0.25
H 1.246 -3.760 2.267 0.06 1.39 -0.43
H 0.193 -2.367 0.463 0.48 0.57 0.38
H 0.686 1.263 -3.231 -0.04 -0.11 0.03
H 1.738 0.545 -5.282 -0.01 -0.22 -0.15
H 3.245 -1.365 -5.300 -0.17 -0.35 -0.04
H 3.622 -2.732 -3.214 0.01 0.66 -0.09
H 2.607 -1.938 -1.140 0.08 -0.37 0.78
I -2.434 0.764 -3.320 0.51 0.11 0.16
C -3.950 0.345 -1.984 0.24 -0.39 1.17
C -5.163 -0.090 -2.437 -0.59 0.07 0.91
C -6.149 -0.342 -1.470 0.38 0.53 0.33
C -5.876 -0.126 -0.119 0.35 -0.28 -1.02
C -4.573 0.185 0.247 -0.23 0.01 0.21
N -3.619 0.412 -0.655 -0.63 0.01 -1.45
H -5.354 -0.197 -3.482 -0.12 -0.06 -0.45
H -7.142 -0.648 -1.759 -0.07 -0.09 -0.15
H -6.667 -0.272 0.584 -0.08 -0.04 0.54
H -4.234 0.241 1.273 -0.20 -0.01 0.08
F -3.611 -2.657 0.714 -0.84 0.57 0.04
B -2.891 -3.693 0.396 1.37 -0.41 0.01
F -1.416 -1.343 -0.927 -0.23 -0.28 0.09
F -1.827 -3.955 1.143 0.04 0.01 0.23
F -3.092 -4.441 -0.650 -0.51 -0.03 -0.32
N 0.669 0.058 4.295 0.11 -0.16 -1.61
C -0.727 -0.248 3.845 0.37 -0.12 -0.28
C -0.795 0.434 2.471 -1.42 -0.69 -1.02
O -0.106 1.414 2.342 0.82 1.08 -0.22
O -1.570 -0.064 1.543 0.24 0.14 0.61
H 0.813 -0.058 5.267 0.24 -0.34 1.30
H 0.793 1.040 4.025 0.14 0.26 0.01
H 1.393 -0.457 3.730 -0.54 0.13 0.60
H -1.386 0.209 4.560 -0.45 0.38 0.12
H -0.922 -1.305 3.859 0.12 -0.47 -0.27
```
Positions in Å, forces in eV/Å.

Values from the calculation:
Kohn-Sham gap (spin up / spin down) ... 7.763 / 8.457 eV
Total charge ... +2
Multiplicity ... 4
Energy relative to the best compared isomer or geometry (same formula, charge and spin) ... 0.0000 eV
HOMO (spin up / spin down) ... -14.44 / -14.39 eV



ORCA calculation (ωB97M-V/def2-TZVPD) on 2 unconnected molecules or ions with the total composition CH5NO at a distorted geometry.

Structure (XYZ):
```
8
Properties=species:S:1:pos:R:3:forces:R:3
C -0.846 -2.849 -0.278 0.06 -0.99 0.71
N -0.396 -2.778 0.916 -0.08 1.04 -1.45
H -1.613 -2.213 -0.708 -0.22 0.17 0.43
H -0.539 -3.706 -0.883 0.18 0.42 -0.58
H 0.402 -3.400 0.884 0.06 -0.64 0.90
O 1.042 4.608 -0.339 0.53 0.09 1.05
H 0.589 3.758 -0.350 -0.07 0.51 -0.74
H 0.966 5.149 -1.124 -0.46 -0.60 -0.31
```
Positions in Å, forces in eV/Å.

Values from the calculation:
Kohn-Sham gap ... 11.367 eV
Total charge ... 0
Multiplicity ... 1
Energy relative to the best compared isomer or geometry (same formula, charge and spin) ... 0.9969 eV
SMILES ... C=N.O
HOMO ... -10.38 eV



ORCA calculation (ωB97M-V/def2-TZVPD) on 8 unconnected molecules or ions with the total composition C52H49Cl14NO at a distorted geometry.

Structure (XYZ):
```
117
Properties=species:S:1:pos:R:3:forces:R:3
C 2.781 -4.035 -0.604 0.90 -2.44 3.28
C 2.980 -4.832 0.652 -0.72 2.46 -2.83
C 2.399 -4.370 2.117 0.11 -0.63 -0.07
C 3.620 -4.214 3.246 -0.94 -0.61 -0.82
O 3.202 -3.137 4.167 2.45 -0.46 -1.01
C 4.324 -2.200 4.333 -0.25 0.99 -0.25
C 4.303 -1.130 3.049 -1.24 -0.77 0.80
N 5.288 -0.008 3.288 -1.15 0.37 -1.63
C 6.248 0.193 2.135 1.22 1.19 -0.29
C 7.444 -0.931 2.029 0.45 -0.33 -0.68
C 7.984 -1.491 3.478 0.55 0.43 -0.20
C 6.997 -2.135 0.979 -0.68 0.59 0.37
H 3.540 -4.218 -1.482 -1.99 0.03 1.64
H 1.909 -3.265 -0.765 2.51 -1.49 0.81
H 3.593 -5.852 0.587 -1.02 2.65 0.28
H 1.653 -5.197 2.485 1.31 1.63 -0.57
H 1.844 -3.324 2.110 1.35 -2.48 -0.22
H 4.598 -3.941 2.652 -1.79 -0.53 1.35
H 3.755 -5.218 3.875 -0.15 2.16 -1.46
H 4.114 -1.606 5.345 0.65 -1.30 -2.27
H 5.352 -2.785 4.370 -2.07 1.32 0.10
H 4.456 -1.724 2.052 -0.05 1.17 1.79
H 3.194 -0.693 2.998 2.28 -1.04 0.17
H 4.686 0.867 3.348 1.34 -1.46 -0.09
H 5.711 0.328 1.086 1.30 -0.50 2.53
H 6.790 1.237 2.337 -1.10 -2.18 -0.28
H 8.380 -0.401 1.510 -2.14 -0.96 1.11
H 7.799 -0.665 4.300 0.15 -1.87 -1.57
H 9.170 -1.610 3.416 -2.63 -0.01 0.10
H 7.489 -2.534 3.777 1.07 2.42 -0.61
H 7.900 -2.702 0.495 -1.69 1.09 1.07
H 6.284 -2.907 1.545 1.60 1.58 -1.37
H 6.369 -1.587 0.129 1.41 -1.53 1.72
Cl 0.424 -1.815 0.838 -0.18 0.36 -0.26
C -0.947 -2.576 0.113 -0.44 -0.16 0.05
C -2.027 -2.897 0.942 -0.32 -0.17 -0.30
C -3.165 -3.507 0.410 0.34 0.04 -0.14
C -3.227 -3.796 -0.953 0.46 -0.06 0.11
C -2.150 -3.480 -1.783 -0.24 -0.17 0.42
C -1.008 -2.871 -1.254 -0.49 -0.31 0.16
Cl 0.289 -2.514 -2.338 -0.15 0.28 -0.11
H -1.988 -2.674 2.006 0.15 0.02 -0.25
H -4.002 -3.755 1.058 0.19 0.07 -0.09
H -4.114 -4.268 -1.369 0.22 0.09 0.02
H -2.208 -3.711 -2.844 0.15 0.11 0.19
Cl -4.996 -1.406 -1.693 -0.09 0.78 0.06
C -4.256 -0.233 -2.723 0.35 0.20 -0.12
C -2.859 -0.174 -2.744 0.09 0.36 -0.29
C -2.206 0.750 -3.563 -0.32 -0.08 0.05
C -2.948 1.616 -4.365 -0.23 -0.17 0.15
C -4.344 1.562 -4.345 0.41 -0.09 0.11
C -5.001 0.640 -3.524 0.62 0.18 -0.21
Cl -6.729 0.634 -3.545 -0.13 -0.22 -0.15
H -2.271 -0.846 -2.123 -0.30 0.15 -0.09
H -1.120 0.793 -3.575 -0.21 -0.06 0.05
H -2.441 2.334 -5.005 -0.15 -0.12 0.12
H -4.914 2.243 -4.972 -0.01 -0.20 0.18
Cl -6.698 6.998 0.584 0.03 -0.02 0.20
C -6.634 5.378 -0.013 0.03 -0.39 -0.39
C -6.643 5.194 -1.400 0.01 -0.45 -0.03
C -6.586 3.907 -1.939 0.01 0.13 0.35
C -6.519 2.800 -1.094 0.05 0.23 0.35
C -6.514 2.979 0.291 -0.02 0.18 -0.44
C -6.572 4.266 0.835 0.02 -0.30 -0.48
Cl -6.568 4.412 2.557 0.16 0.13 0.06
H -6.694 6.051 -2.067 0.00 -0.08 0.28
H -6.594 3.769 -3.018 -0.01 0.05 0.19
H -6.472 1.798 -1.513 -0.03 0.38 0.35
H -6.463 2.109 0.942 -0.01 0.28 -0.02
Cl 10.530 1.044 2.743 0.22 -0.01 -0.02
C 10.901 1.006 4.430 -0.12 0.06 0.50
C 9.893 1.377 5.326 0.22 -0.05 0.39
C 10.134 1.359 6.701 0.16 -0.07 -0.27
C 11.383 0.969 7.185 0.04 -0.03 -0.34
C 12.392 0.602 6.293 -0.42 0.14 0.16
C 12.156 0.620 4.915 -0.18 0.07 0.44
Cl 13.452 0.159 3.870 -0.13 0.02 -0.15
H 8.916 1.681 4.959 0.25 -0.10 -0.08
H 9.348 1.648 7.395 0.12 -0.06 -0.18
H 11.570 0.952 8.256 0.01 -0.01 -0.22
H 13.363 0.301 6.680 -0.16 0.04 -0.24
Cl -6.705 -3.662 -2.966 -0.30 -0.49 -0.20
C -7.173 -3.650 -4.629 -0.11 0.15 -0.49
C -7.119 -2.431 -5.312 -0.07 -0.15 -0.39
C -7.479 -2.363 -6.659 0.02 -0.26 0.23
C -7.893 -3.514 -7.329 0.06 -0.11 0.30
C -7.952 -4.732 -6.650 0.07 0.45 -0.08
C -7.594 -4.804 -5.299 -0.06 0.28 -0.40
Cl -7.697 -6.344 -4.521 0.07 0.09 0.16
H -6.796 -1.528 -4.799 -0.09 -0.39 -0.03
H -7.436 -1.412 -7.186 0.01 -0.16 0.15
H -8.171 -3.463 -8.379 0.04 -0.06 0.21
H -8.278 -5.624 -7.180 0.09 0.11 0.26
Cl 4.570 0.097 -0.799 -0.66 0.07 -0.71
C 5.310 1.270 -1.829 0.38 0.24 -0.21
C 6.707 1.330 -1.850 0.06 0.32 -0.28
C 7.359 2.253 -2.669 -0.30 -0.07 0.06
C 6.617 3.120 -3.471 -0.23 -0.18 0.16
C 5.222 3.066 -3.451 0.44 -0.11 0.11
C 4.564 2.144 -2.630 0.43 0.20 -0.16
Cl 2.837 2.137 -2.651 0.00 -0.16 0.14
H 7.294 0.657 -1.229 -0.25 0.06 -0.06
H 8.446 2.296 -2.682 -0.22 -0.05 0.04
H 7.124 3.837 -4.111 -0.14 -0.13 0.12
H 4.652 3.747 -4.078 -0.01 -0.22 0.20
Cl -11.955 7.013 -1.322 -0.17 -0.09 -0.03
C -11.489 5.974 -0.023 0.33 -0.18 0.36
C -10.215 6.150 0.527 -0.07 -0.34 0.30
C -9.788 5.343 1.583 -0.27 0.08 -0.19
C -10.632 4.358 2.093 -0.19 0.14 -0.27
C -11.903 4.176 1.545 0.43 0.17 0.06
C -12.335 4.981 0.485 0.38 -0.10 0.32
Cl -13.917 4.697 -0.149 0.01 0.14 -0.13
H -9.550 6.917 0.137 -0.25 -0.12 0.00
H -8.797 5.484 2.008 -0.34 0.06 -0.12
H -10.302 3.731 2.918 -0.09 0.10 -0.16
H -12.554 3.404 1.948 0.02 0.21 -0.20
```
Positions in Å, forces in eV/Å.

Values from the calculation:
Kohn-Sham gap ... 9.035 eV
Total charge ... 0
Multiplicity ... 1
Energy relative to the best compared isomer or geometry (same formula, charge and spin) ... 5.2960 eV
SMILES ... C=CCCOCCNCC(C)C.Clc1ccccc1Cl.Clc1ccccc1Cl.Clc1ccccc1Cl.Clc1ccccc1Cl.Clc1ccccc1Cl.Clc1ccccc1Cl.Clc1ccccc1Cl
HOMO ... -8.67 eV



ORCA calculation (ωB97M-V/def2-TZVPD) on a molecular structure, CH4IP at a distorted geometry.

Structure (XYZ):
```
7
Properties=species:S:1:pos:R:3:forces:R:3
C 0.238 0.453 0.171 0.54 1.05 3.19
P -0.583 -1.230 0.021 0.17 1.40 0.99
I 2.375 -0.014 0.109 -0.44 0.33 0.32
H 0.182 1.083 -0.724 -0.61 0.23 0.83
H -0.159 1.331 1.690 0.98 -2.05 -3.80
H -1.864 -0.604 0.026 -0.06 -0.34 -0.55
H -0.189 -1.019 -1.292 -0.58 -0.62 -0.99
```
Positions in Å, forces in eV/Å.

Values from the calculation:
Kohn-Sham gap ... 9.024 eV
Total charge ... 0
Multiplicity ... 1
Energy relative to the best compared isomer or geometry (same formula, charge and spin) ... 4.2137 eV
HOMO ... -9.39 eV